This record from the Open Molecules 2025 dataset describes a molecular structure, C51H55AsF6N2O6S2SeTc. The level of theory is ωB97M-V/def2-TZVPD.

Results
gap between HOMO and LUMO (spin up / spin down)	6.150 / 6.016	eV
energy	-8651.22182	hartree
2S+1	3
highest occupied orbital energy (spin up / spin down)	-5.14 / -5.02	eV
total charge	-1
LUMO (spin up / spin down)	1.01 / 0.99	eV
molecular weight	1222.0	g/mol

XYZ file:
```
125
Properties=species:S:1:pos:R:3:forces:R:3
Tc 0.342223 0.119117 1.072783 0.260 0.000 -0.026
O 1.662442 1.298376 4.066224 -1.418 -0.849 -0.481
S 0.299275 0.694406 4.387442 0.581 0.611 -0.785
O 0.281428 -0.186693 5.499393 -0.166 -0.148 0.022
O -0.329706 0.170778 3.149103 0.535 0.093 0.333
C -0.592871 2.171502 4.748118 -0.109 0.353 -0.386
C -0.829144 2.410664 6.088474 0.074 -0.076 -0.074
C -1.401904 3.609072 6.475473 -0.089 0.224 0.082
C -1.724580 4.561008 5.524417 -0.047 0.048 0.086
C -1.488796 4.327097 4.175816 0.149 -0.158 -0.050
C -0.915301 3.132130 3.763417 0.089 -0.408 0.287
S -0.922791 2.865923 1.974477 -0.054 -0.254 0.230
O -1.061385 4.177140 1.398279 0.600 -0.013 0.682
O -2.043627 1.972402 1.778748 0.080 -0.009 0.003
O 0.363889 2.212566 1.536277 -0.561 0.298 0.195
H -0.535509 1.657435 6.809095 -0.018 0.073 -0.030
H -1.578075 3.804694 7.525312 -0.023 -0.002 -0.012
H -2.172981 5.498641 5.830001 0.028 -0.011 -0.013
H -1.748105 5.059440 3.423236 0.010 -0.013 0.059
C 0.910967 3.709028 -2.516835 0.040 0.013 0.003
C 1.295105 3.175088 -1.132219 0.160 0.061 0.033
C 1.553530 4.370673 -0.198868 0.078 -0.072 -0.036
C 2.515851 2.258364 -1.183955 -0.192 -0.005 0.056
C 3.732712 2.904488 -1.376211 0.022 0.081 -0.059
C 4.919689 2.213195 -1.402527 0.074 -0.044 -0.018
C 4.884130 0.836229 -1.313985 -0.055 0.062 -0.045
C 3.697823 0.117502 -1.172126 -0.080 0.026 -0.002
C 3.899185 -1.389337 -1.273669 -0.203 -0.028 0.203
C 3.586639 -2.142124 0.011797 0.043 0.013 0.044
C 3.209610 -1.984870 -2.495894 0.124 -0.085 -0.068
C 2.496640 0.854928 -1.039285 -0.223 0.143 0.006
N 1.155798 0.273597 -0.774082 0.589 -0.025 -0.019
C 0.357637 0.107924 -1.801151 -0.232 -0.018 -0.187
C -1.062754 -0.093007 -1.550212 -0.064 -0.290 -0.229
N -1.545507 0.041239 -0.351071 -0.205 -0.134 0.456
C -3.003913 0.303722 -0.305878 0.110 0.378 -0.118
C -3.371019 1.571832 -0.830465 0.296 0.127 -0.051
C -4.711973 1.913486 -0.930091 -0.052 0.067 -0.113
C -5.712925 1.078843 -0.486420 -0.023 -0.060 0.044
C -5.353049 -0.124867 0.078800 0.039 0.133 -0.138
C -4.025455 -0.551976 0.175751 0.097 0.008 -0.140
C -3.918215 -1.920177 0.828345 0.256 0.234 0.340
C -3.576818 -1.743079 2.317975 0.013 0.014 -0.082
C -3.035597 -2.894813 0.087941 0.019 -0.234 -0.176
C -2.392236 2.695879 -1.222170 -0.172 0.033 0.052
C -2.810674 4.017470 -0.548386 -0.243 -0.014 -0.160
C -2.314270 2.983859 -2.733535 -0.191 -0.056 0.077
C -1.703388 -0.359929 -2.865850 0.096 0.079 0.072
C -2.956292 -0.720304 -3.277961 -0.082 0.095 0.004
C -3.191749 -0.863740 -4.671489 -0.058 -0.022 0.065
C -2.216575 -0.636697 -5.607405 0.034 -0.015 -0.042
C -0.902328 -0.281942 -5.202498 -0.018 0.007 -0.042
C 0.205112 0.005992 -6.044037 -0.015 -0.053 0.005
C 1.413977 0.344216 -5.492414 0.040 0.009 0.033
C 1.623451 0.411462 -4.089600 0.091 0.098 -0.068
C 0.570860 0.142687 -3.256845 -0.112 -0.025 0.109
C -0.683670 -0.187956 -3.832646 -0.026 0.073 0.071
H 0.102692 4.441661 -2.410749 0.201 -0.077 -0.006
H 0.563094 2.923300 -3.187657 0.042 -0.015 -0.023
H 1.763913 4.208000 -2.987624 -0.032 -0.011 0.024
H 0.447030 2.624072 -0.739448 0.126 -0.022 0.034
H 2.155712 5.133505 -0.703138 -0.020 -0.045 0.027
H 2.074301 4.059275 0.707412 -0.059 0.018 -0.019
H 0.608601 4.818846 0.098772 0.047 0.027 -0.065
H 3.739719 3.981637 -1.484763 -0.011 -0.039 0.041
H 5.864628 2.735024 -1.496546 -0.030 -0.020 -0.030
H 5.810667 0.278464 -1.367891 -0.005 0.007 -0.006
H 4.965872 -1.512329 -1.458139 0.107 0.023 0.035
H 2.527255 -2.105036 0.231235 -0.152 -0.021 0.079
H 4.104600 -1.694556 0.863896 -0.040 -0.036 -0.071
H 3.886655 -3.191644 -0.078505 -0.063 0.066 -0.003
H 2.129900 -1.895128 -2.438049 0.013 0.069 -0.007
H 3.462167 -3.047538 -2.576584 -0.074 0.047 0.020
H 3.544647 -1.489553 -3.412169 -0.029 -0.053 0.060
H -4.975661 2.876651 -1.347315 0.035 0.006 0.005
H -6.753991 1.372209 -0.556091 0.030 -0.024 -0.009
H -6.123315 -0.785513 0.457954 0.004 0.004 -0.014
H -4.922158 -2.340676 0.781409 -0.118 0.014 0.038
H -2.712334 -1.092958 2.455699 0.077 -0.062 -0.013
H -3.361094 -2.703105 2.792747 -0.008 0.022 -0.022
H -4.421629 -1.274026 2.835539 0.115 -0.056 -0.053
H -2.006839 -2.588020 0.132707 0.530 0.073 -0.029
H -3.341316 -2.961231 -0.962789 0.044 -0.056 0.072
H -3.101476 -3.890509 0.536753 0.009 0.057 -0.050
H -1.398513 2.439093 -0.853725 -0.158 -0.012 -0.044
H -3.624019 4.492047 -1.105308 -0.030 -0.053 -0.040
H -1.962938 4.704796 -0.531152 -0.209 -0.066 -0.143
H -3.124281 3.861000 0.482962 -0.054 0.060 -0.229
H -3.319365 2.998795 -3.169257 0.063 0.005 0.044
H -1.718408 2.268003 -3.291482 0.033 -0.173 -0.045
H -1.866941 3.971059 -2.885722 -0.133 -0.165 -0.014
H -3.767337 -0.867320 -2.574275 0.040 0.035 -0.047
H -4.186541 -1.143365 -5.000498 0.058 0.021 0.027
H -2.447213 -0.729882 -6.663420 0.026 0.005 0.037
H 0.090368 -0.038658 -7.121445 -0.007 0.002 0.035
H 2.247302 0.572911 -6.147600 -0.035 -0.024 0.045
H 2.599332 0.683610 -3.705100 -0.089 0.008 -0.025
F 2.107852 0.084886 1.675449 -0.081 0.457 -0.072
As 3.278596 1.415723 5.002997 0.183 0.276 0.060
F 4.064234 1.312991 3.490857 0.186 -0.110 -0.292
F 3.116288 3.109888 4.785588 0.044 0.542 -0.036
F 4.756108 1.586367 5.845129 0.394 0.015 0.210
F 2.378726 1.564591 6.463305 -0.267 -0.029 0.467
F 3.286510 -0.283372 5.165333 0.042 -0.517 0.044
C 1.717066 -7.943908 -0.109055 0.023 0.025 0.031
C 1.439480 -6.511608 0.269640 -0.002 -0.047 0.055
C 0.966041 -5.597926 -0.651789 0.022 0.020 -0.070
C 0.657274 -4.279802 -0.304599 0.075 -0.094 -0.081
C 0.217275 -3.380485 -1.430305 -0.114 -0.018 0.200
C 0.816149 -3.876998 1.021575 -0.125 0.245 -0.263
Se 0.260195 -2.219994 1.830600 -0.425 -0.318 -0.068
C 1.341456 -4.772708 1.970328 0.144 -0.183 0.165
C 1.617245 -4.363622 3.400597 0.030 -0.117 -0.139
C 1.638941 -6.068875 1.574623 0.002 -0.076 0.046
H 1.645030 -8.089015 -1.188501 0.014 0.013 0.047
H 0.998359 -8.616243 0.368232 0.034 0.016 -0.029
H 2.714993 -8.253128 0.213049 -0.048 0.014 -0.029
H 0.832486 -5.905680 -1.688201 0.004 0.032 0.087
H 0.956912 -3.416091 -2.228499 -0.077 -0.033 -0.015
H 0.109524 -2.346673 -1.106722 -0.024 -0.015 0.062
H -0.729970 -3.717685 -1.854184 -0.103 0.045 0.045
H 2.380615 -3.582368 3.441053 -0.056 -0.007 -0.009
H 1.964329 -5.222245 3.976717 0.012 -0.008 -0.031
H 0.733679 -3.950794 3.885445 -0.008 -0.046 0.034
H 2.036727 -6.760719 2.313775 -0.020 0.050 -0.039
```
Forces are in eV/Å.



This record from the Open Molecules 2025 dataset describes 9 unconnected molecules or ions with the total composition C51H55ClF20N9O5. The level of theory is ωB97M-V/def2-TZVPD.

Results
gap between HOMO and LUMO	5.474	eV
energy	-5302.52336	hartree
2S+1	1
highest occupied orbital energy	-9.27	eV
total charge	+1
LUMO	-3.79	eV
molecular weight	1289.5	g/mol

XYZ file:
```
141
Properties=species:S:1:pos:R:3:forces:R:3
O 3.986258 -2.285724 0.052258 1.548 -1.799 0.058
C 3.168094 -1.449621 -0.088770 -0.246 0.282 0.006
O 3.397687 -0.205931 0.315069 -1.082 0.480 -0.112
C 1.835303 -1.874977 -0.700138 -0.617 0.822 0.532
C 0.725128 -0.814899 -0.734592 -1.751 2.212 -0.618
C 0.873290 0.468747 -1.639309 1.404 -0.133 -0.101
C 2.180994 0.592298 -2.485845 -0.825 1.206 -0.447
O 3.051118 1.551726 -1.884548 -0.181 -0.414 -0.248
C 2.683443 2.860617 -2.277197 -0.092 0.293 -0.132
C 3.151702 3.892672 -1.210128 -0.870 -1.831 -1.039
F 3.993914 4.731729 -1.767063 0.599 0.695 0.354
F 3.670185 3.246933 -0.182042 0.824 0.224 0.540
F 2.094387 4.562727 -0.731607 -0.330 0.550 -0.054
N -0.529803 -1.534371 -1.283414 0.378 -2.499 -0.927
C -1.655013 -1.607396 -0.297955 0.374 0.769 2.461
C -2.833775 -0.558939 -0.474586 0.872 -0.380 -1.738
F -2.369669 0.359943 -1.385255 -0.051 0.076 0.008
F -3.007429 0.061075 0.664686 -0.534 0.123 0.500
C -4.131986 -1.177884 -1.058549 0.293 -0.379 1.199
F -3.920908 -1.456278 -2.340813 -0.038 0.313 -0.536
F -4.278860 -2.371003 -0.435502 -0.180 -0.052 0.304
C -5.455762 -0.398737 -0.792592 -0.778 -0.320 -1.272
F -6.432975 -1.157739 -1.341302 0.352 -0.054 -0.502
F -5.724561 -0.368455 0.494485 0.520 0.442 0.868
C -5.541910 1.010196 -1.439066 0.114 0.662 0.421
F -5.069424 1.009912 -2.685698 0.166 -0.521 -0.389
F -4.718357 1.813073 -0.731151 -0.097 0.149 0.454
C -6.989447 1.599329 -1.512923 0.068 -0.448 -0.977
F -7.746947 1.210036 -0.494710 0.069 0.315 0.936
F -7.544152 1.024890 -2.594012 0.124 -0.138 -0.442
C -7.058920 3.153875 -1.754250 -1.087 -0.019 0.235
F -8.060596 3.346503 -2.618057 -0.530 0.010 0.011
F -5.974514 3.635291 -2.351562 0.863 -0.165 0.225
C -7.416095 4.022803 -0.506643 0.765 0.537 -0.135
F -7.417265 5.291515 -0.937065 0.415 0.389 -0.324
F -8.640359 3.799238 -0.066712 -0.486 -0.943 0.274
C -6.405421 3.983805 0.675776 -1.074 1.423 0.443
F -6.831304 4.886436 1.570651 -0.286 0.250 0.106
F -5.225362 4.404225 0.290639 0.961 -0.445 -0.481
F -6.354649 2.835420 1.305556 0.320 -0.994 -0.121
O -1.009564 -1.239207 0.900873 0.858 -0.824 -1.006
C 0.088239 -0.300513 0.598137 -1.006 -1.217 1.744
C 0.894672 -0.332557 1.898637 0.659 0.034 0.321
C -0.045816 0.066084 3.054870 1.380 -2.863 -0.410
O -0.505356 1.120501 3.081949 -1.556 3.207 0.227
Cl -0.402542 -1.126867 4.319670 0.325 0.059 -0.448
H 4.245737 -0.208416 0.795069 -0.022 0.031 -0.274
H 1.484140 -2.723858 -0.082681 0.267 0.334 -0.018
H 2.026635 -2.311170 -1.693549 0.056 0.400 0.214
H 0.019628 0.631811 -2.314430 0.037 -0.435 0.419
H 0.870572 1.333973 -0.960401 0.092 -0.228 -0.283
H 2.685219 -0.352398 -2.724501 0.138 0.299 0.450
H 1.885547 1.030137 -3.458395 0.031 -0.568 0.147
H 1.592837 2.995943 -2.378232 0.262 -0.207 0.096
H 3.133440 3.104596 -3.253609 -0.032 0.068 0.323
H -0.220290 -2.517131 -1.309809 -0.176 0.127 -0.070
H -0.760923 -1.389287 -2.274147 -0.197 0.796 0.324
H -1.908002 -2.661217 -0.138913 -0.669 0.394 -0.511
H -0.469687 0.648326 0.537909 0.912 0.089 -0.581
H 1.680004 0.438409 1.889391 -0.356 -0.143 -0.082
H 1.406281 -1.287417 2.087330 -0.449 0.117 -0.189
N 4.421788 -4.972012 1.222948 0.051 -0.022 0.041
C 3.918519 -6.053476 0.548179 -0.077 0.093 -0.086
C 3.505198 -6.975460 1.475332 -0.038 -0.005 -0.048
C 3.764012 -6.427714 2.759168 -0.010 0.066 0.064
C 4.326668 -5.191392 2.570645 0.024 0.013 -0.016
H 4.801376 -4.145245 0.793738 -0.118 -0.061 0.040
H 3.900385 -6.072833 -0.529737 0.021 -0.057 0.024
H 3.065866 -7.935223 1.257004 0.030 0.017 0.003
H 3.560606 -6.888192 3.712064 0.013 0.007 -0.027
H 4.667487 -4.452413 3.276927 0.027 -0.060 0.008
N -8.665307 4.582724 3.781553 -0.146 -0.011 0.193
C -9.874532 4.568427 3.139299 0.040 -0.043 -0.053
C -10.857757 4.525366 4.092063 -0.020 0.002 -0.080
C -10.218343 4.518830 5.359561 0.051 -0.001 0.073
C -8.867710 4.557472 5.135287 0.032 -0.042 -0.008
H -7.771926 4.608595 3.331652 -0.047 0.047 0.071
H -9.930074 4.589145 2.063918 -0.036 0.015 0.029
H -11.918357 4.502645 3.901791 0.028 0.010 0.003
H -10.695786 4.490022 6.325348 0.013 0.010 -0.026
H -8.035407 4.568278 5.819280 -0.040 0.004 0.004
N 6.815772 -7.308758 -0.353187 0.098 -0.017 -0.024
C 7.331676 -6.892207 -1.550793 -0.131 0.013 0.010
C 8.095151 -7.910858 -2.059196 -0.113 0.006 -0.107
C 8.033501 -8.985296 -1.135243 -0.030 -0.045 0.062
C 7.235240 -8.584280 -0.095233 0.002 0.027 0.041
H 6.219789 -6.761719 0.243985 -0.025 -0.117 0.007
H 7.112075 -5.909118 -1.935365 0.036 -0.026 -0.022
H 8.637049 -7.887794 -2.991018 -0.005 -0.002 0.027
H 8.518897 -9.943335 -1.223434 -0.008 0.029 0.003
H 6.931278 -9.094773 0.803384 0.028 0.003 -0.023
N 10.981270 -4.695820 -0.410533 0.089 -0.026 -0.062
C 10.646650 -5.620143 -1.364106 -0.068 0.097 0.001
C 11.775969 -5.907286 -2.084126 -0.054 -0.001 0.005
C 12.834665 -5.130462 -1.541054 0.046 0.037 0.026
C 12.314430 -4.396079 -0.509264 -0.010 0.078 0.043
H 10.347366 -4.299651 0.258862 0.052 -0.060 -0.010
H 9.638785 -5.990590 -1.447282 0.136 -0.022 0.035
H 11.837737 -6.599026 -2.908561 0.000 0.005 0.031
H 13.860840 -5.114147 -1.870358 -0.023 -0.003 0.020
H 12.774297 -3.688524 0.160475 0.017 -0.027 -0.029
N 2.024791 6.794708 1.315437 0.006 -0.009 0.045
C 3.051404 7.699581 1.309916 -0.010 0.019 -0.039
C 3.114535 8.271688 2.553458 0.052 -0.018 -0.060
C 2.089760 7.685117 3.342385 -0.023 -0.034 0.048
C 1.436767 6.776929 2.551424 -0.025 -0.018 -0.058
H 1.744375 6.229392 0.535798 0.051 0.101 0.071
H 3.645011 7.858216 0.424775 -0.010 0.029 0.033
H 3.818464 9.026158 2.864189 -0.020 -0.019 -0.007
H 1.858822 7.904352 4.372362 -0.008 -0.003 -0.029
H 0.606889 6.121615 2.758403 -0.025 0.077 0.006
N -0.217396 4.310572 5.709290 0.043 0.000 0.047
C 0.809694 5.217891 5.707075 -0.014 -0.043 -0.066
C 0.872441 5.784660 6.952066 0.036 -0.002 -0.048
C -0.152697 5.194342 7.738653 -0.050 -0.044 0.026
C -0.805424 4.288212 6.946289 -0.059 -0.028 -0.019
H -0.496262 3.748192 4.925636 0.014 0.011 0.060
H 1.402776 5.379928 4.823168 0.034 0.023 0.064
H 1.576019 6.538607 7.265745 -0.013 -0.024 -0.007
H -0.383426 5.410461 8.768971 0.004 -0.008 -0.028
H -1.634704 3.632424 7.153434 0.014 0.036 0.020
N 3.202792 1.338421 -6.117285 -0.108 -0.065 0.072
C 2.247668 2.049894 -6.797487 -0.038 0.046 0.065
C 2.103964 1.482290 -8.034661 -0.070 0.020 0.042
C 3.001851 0.383536 -8.104513 0.015 -0.060 0.042
C 3.663443 0.318000 -6.907930 0.039 -0.054 0.033
H 3.517646 1.535352 -5.185074 0.125 0.029 -0.115
H 1.757529 2.895710 -6.343357 0.033 0.022 -0.066
H 1.429666 1.816735 -8.805855 0.030 0.001 0.014
H 3.144970 -0.282424 -8.939493 0.008 0.028 0.017
H 4.419806 -0.361415 -6.551284 0.017 0.035 -0.056
N -8.648741 -2.778911 -1.750669 -0.158 -0.059 -0.034
C -9.860834 -3.012363 -2.341965 0.021 0.009 -0.028
C -10.196221 -4.320670 -2.114374 -0.052 0.052 -0.039
C -9.148405 -4.899434 -1.351057 0.071 -0.026 0.043
C -8.210420 -3.923842 -1.140357 0.081 0.036 -0.018
H -8.158816 -1.905140 -1.761664 -0.262 -0.129 -0.029
H -10.377149 -2.229889 -2.872749 -0.007 -0.039 0.007
H -11.094043 -4.809027 -2.455935 0.021 0.014 0.016
H -9.090874 -5.915648 -0.996538 -0.008 0.029 -0.002
H -7.271579 -3.944715 -0.611408 -0.033 -0.027 0.005
```
Forces are in eV/Å.



Respective max |F| values: 1.72 3.57 eV/A.